The following is a quantum chemistry calculation of a molecular structure, C46H79ClN9O2OsSbSi3, from the Open Molecules 2025 dataset.

As for the HOMO energy: -11.59 eV. For the largest force on an atom, the calculation gives 2.3 eV Å⁻¹. As for the charge: +2. The calculation puts the orbital gap at 7.611 eV. The electronic energy comes out at -111641.00265 eV. As for the LUMO energy: -3.98 eV. For the energy relative to the best compared isomer or geometry (same formula, charge and spin), the calculation gives 0.0 kcal/mol.

Each line ends with the Löwdin charge.
Atoms and positions in Å:
1 Os -0.1524 0.1059 0.8974  1.122
2 C -1.3189 -4.7236 3.1715  0.007
3 C -0.7381 -3.3490 3.1695  -0.283
4 C -0.2133 -2.5640 4.1691  0.042
5 C 0.2270 -1.3788 3.5544  -0.295
6 N -0.0503 -1.4205 2.2380  -0.133
7 N -0.6489 -2.6254 2.0435  0.046
8 C 0.9290 -0.2440 4.2148  0.001
9 H -0.9712 -5.2751 4.0419  0.093
10 H -1.0232 -5.2767 2.2772  0.061
11 H -2.4091 -4.6848 3.2048  0.095
12 H -0.1129 -2.8268 5.2106  0.130
13 H -0.8055 -2.9542 1.1067  0.116
14 H 1.7130 -0.6260 4.8693  0.104
15 H 0.2363 0.3331 4.8301  0.086
16 H 1.3772 0.4088 3.4790  0.030
17 N 1.9719 1.6538 -3.2300  0.210
18 C 1.5815 0.8714 -2.2011  -0.656
19 N 2.2961 -0.2763 -2.0186  0.190
20 O 0.6064 1.1711 -1.4879  -0.111
21 H 2.7505 1.4242 -3.8213  0.121
22 H 1.4413 2.4818 -3.4286  0.075
23 H 3.1822 -0.3967 -2.4825  0.123
24 H 2.2211 -0.7098 -1.1125  0.069
25 C 3.0590 2.8213 2.6522  -0.063
26 C 2.6940 1.8631 1.5041  -0.550
27 C 3.2952 2.4222 0.2014  -0.042
28 C 1.1269 1.7584 1.4826  -0.518
29 C 3.3943 0.5167 1.7225  -0.189
30 C 4.6696 0.4756 2.2902  -0.018
31 C 5.3670 -0.7165 2.4221  -0.050
32 C 4.8100 -1.9106 1.9879  -0.067
33 C 3.5471 -1.8957 1.4162  -0.061
34 C 2.8685 -0.6918 1.2899  -0.094
35 H 2.4643 3.7299 2.5793  0.025
36 H 4.1073 3.1243 2.6339  0.086
37 H 2.8520 2.3602 3.6223  0.103
38 H 2.8463 3.3781 -0.0780  0.015
39 H 3.1728 1.7287 -0.6277  0.063
40 H 4.3673 2.5830 0.3302  0.104
41 H 0.8317 1.8862 2.5273  -0.042
42 H 5.1398 1.3856 2.6397  0.112
43 H 6.3540 -0.7089 2.8664  0.115
44 H 5.3523 -2.8414 2.0919  0.112
45 H 3.0961 -2.8189 1.0773  0.094
46 H 1.8671 -0.7080 0.8650  0.026
47 C 0.2297 -5.3318 -5.7412  -0.026
48 C -0.3166 -3.9585 -5.3311  -0.513
49 C -0.9650 -3.3235 -6.5727  -0.034
50 C 0.8581 -3.0556 -4.9263  -0.037
51 C -1.3854 -4.1255 -4.1992  -0.416
52 O -2.5662 -4.7355 -4.7436  -0.015
53 C -0.9738 -5.0224 -3.0173  -0.099
54 C 0.3816 -4.8252 -2.3291  -0.141
55 C 0.4996 -5.5894 -1.0325  -0.212
56 C 0.9285 -4.9372 0.1154  -0.057
57 C 1.1000 -5.6138 1.3180  -0.141
58 C 0.8076 -6.9630 1.3752  -0.675
59 Cl 0.9808 -7.8089 2.8790  0.701
60 C 0.3726 -7.6430 0.2454  -0.074
61 C 0.2308 -6.9559 -0.9499  -0.012
62 C -1.9567 -2.7437 -3.7726  -0.010
63 N -1.7992 -2.3068 -2.3776  -0.079
64 C -0.8543 -1.5478 -1.8295  -0.137
65 N -1.1623 -1.2807 -0.5653  -0.051
66 C -2.3445 -1.9597 -0.4005  -0.195
67 N -2.7584 -2.5894 -1.4692  0.161
68 H 0.9358 -5.2138 -6.5648  0.097
69 H -0.5593 -5.9971 -6.1029  0.095
70 H 0.7565 -5.8382 -4.9303  0.080
71 H -0.2469 -3.3314 -7.3953  0.095
72 H -1.2527 -2.2808 -6.4086  0.084
73 H -1.8531 -3.8658 -6.8898  0.092
74 H 1.5103 -2.9259 -5.7928  0.096
75 H 1.4685 -3.4675 -4.1237  0.067
76 H 0.5280 -2.0537 -4.6315  0.069
77 H -2.3450 -5.6122 -5.0761  0.099
78 H -1.0193 -6.0494 -3.3866  0.119
79 H -1.7728 -4.9481 -2.2760  0.124
80 H 0.5729 -3.7730 -2.1137  0.089
81 H 1.1823 -5.1560 -2.9936  0.110
82 H 1.1406 -3.8708 0.0698  0.092
83 H 1.4600 -5.1027 2.2042  0.111
84 H 0.1583 -8.7022 0.3036  0.116
85 H -0.0873 -7.5035 -1.8302  0.122
86 H -3.0296 -2.7989 -3.9218  0.144
87 H -1.5696 -1.9412 -4.3911  0.115
88 H -0.0038 -1.1758 -2.3772  0.114
89 H -2.9381 -1.9206 0.4993  0.109
90 C 0.1957 7.0593 0.4365  -0.203
91 Si 1.4871 5.7350 0.2832  0.375
92 C 2.2086 5.7592 -1.4315  -0.213
93 C 2.8368 6.0179 1.5122  -0.200
94 Sb 0.1150 3.5431 0.7041  1.226
95 Si -1.4573 3.4987 -1.4141  0.392
96 C -0.5000 4.0514 -2.9105  -0.193
97 C -2.3473 1.9317 -1.8672  -0.196
98 C -2.7091 4.8150 -1.0230  -0.201
99 Si -1.0680 4.1234 2.9470  0.391
100 C 0.1610 5.1326 3.8992  -0.207
101 C -2.5928 5.1408 2.6577  -0.205
102 C -1.4745 2.5804 3.8982  -0.190
103 H 0.6659 8.0263 0.2234  0.056
104 H -0.2370 7.1155 1.4392  0.021
105 H -0.6174 6.9262 -0.2796  0.017
106 H 3.1073 6.3852 -1.4102  0.052
107 H 1.5107 6.2159 -2.1365  0.034
108 H 2.5047 4.7791 -1.8141  0.020
109 H 3.2626 6.9996 1.2747  0.057
110 H 3.6386 5.2814 1.4429  0.031
111 H 2.4835 6.0458 2.5436  0.025
112 H -0.2968 3.2048 -3.5696  0.025
113 H 0.4281 4.5742 -2.6917  -0.009
114 H -1.1389 4.7412 -3.4712  0.058
115 H -1.7925 1.0338 -1.5949  -0.006
116 H -2.4615 1.9490 -2.9563  0.056
117 H -3.3433 1.8735 -1.4277  0.038
118 H -2.2739 5.8157 -1.0703  0.026
119 H -3.1765 4.7041 -0.0431  0.006
120 H -3.4989 4.7666 -1.7825  0.056
121 H 0.4145 6.0644 3.3897  0.016
122 H 1.0845 4.5863 4.1041  0.030
123 H -0.2913 5.3944 4.8620  0.055
124 H -2.3739 6.0786 2.1395  0.033
125 H -3.0322 5.3906 3.6308  0.053
126 H -3.3516 4.6008 2.0876  0.004
127 H -1.0604 1.6750 3.4566  -0.013
128 H -2.5590 2.4535 3.9691  0.043
129 H -1.0727 2.6823 4.9108  0.052
130 N -6.0514 1.1235 2.7124  0.163
131 C -4.7701 0.9014 2.3551  -0.300
132 C -4.0777 1.7574 1.4871  0.004
133 C -2.7746 1.4824 1.1635  -0.193
134 N -2.0695 0.4229 1.6022  -0.120
135 C -2.7338 -0.3756 2.4667  -0.127
136 C -4.0366 -0.1851 2.8524  0.018
137 H -6.5770 1.8827 2.3196  0.117
138 H -6.5336 0.4970 3.3314  0.118
139 H -4.5596 2.6348 1.0700  0.122
140 H -2.2386 2.1557 0.5251  -0.008
141 H -2.1876 -1.1888 2.8992  0.091
142 H -4.4823 -0.8744 3.5589  0.127